{
  "formula": "C33H32FN5O5Zn",
  "method": "ωB97M-V with the def2-TZVPD basis set",
  "e_lumo_ev": -1.8,
  "charge": 0,
  "fmax_ev_per_a": 0.2,
  "gap_ev": 4.0,
  "symbols": ["Zn", "O", "C", "C", "C", "C", "C", "C", "C", "N", "C", "C", "N", "C", "C", "C", "C", "C", "C", "C", "O", "H", "H", "H", "H", "H", "H", "H", "H", "H", "H", "H", "H", "H", "H", "F", "C", "C", "C", "C", "O", "C", "C", "N", "C", "C", "C", "C", "C", "C", "N", "C", "C", "N", "C", "C", "C", "O", "O", "H", "H", "H", "H", "H", "H", "H", "H", "H", "H", "H", "H", "H", "H", "H", "H", "H", "H"],
  "positions_angstrom": [[0.30, -3.48, 0.79], [0.99, -3.93, 2.59], [0.40, -4.71, 3.42], [0.71, -4.60, 4.81], [0.14, -5.40, 5.76], [-0.81, -6.38, 5.41], [-1.13, -6.51, 4.08], [-0.56, -5.72, 3.08], [-1.02, -5.98, 1.73], [-0.59, -5.42, 0.67], [-1.22, -5.71, -0.60], [-1.69, -4.39, -1.24], [-0.56, -3.48, -1.18], [-0.22, -2.71, -2.13], [1.00, -1.93, -2.13], [1.14, -0.93, -3.10], [2.30, -0.20, -3.25], [3.39, -0.52, -2.42], [3.29, -1.50, -1.46], [2.09, -2.24, -1.24], [2.05, -3.13, -0.33], [1.44, -3.84, 5.07], [0.41, -5.27, 6.80], [-1.26, -7.01, 6.16], [-1.87, -7.26, 3.78], [-1.81, -6.73, 1.65], [-0.48, -6.17, -1.27], [-2.07, -6.39, -0.49], [-2.03, -4.56, -2.27], [-2.50, -3.97, -0.64], [-0.85, -2.66, -3.04], [0.30, -0.75, -3.77], [2.39, 0.56, -4.02], [4.32, 0.02, -2.53], [4.13, -1.74, -0.82], [3.12, 2.58, -0.49], [1.79, 2.36, -0.30], [1.37, 1.14, 0.14], [0.02, 0.94, 0.39], [-0.41, -0.42, 0.83], [0.46, -1.27, 0.98], [-1.83, -0.59, 1.01], [-2.63, 0.49, 0.84], [-2.24, 1.73, 0.44], [-3.20, 2.80, 0.32], [-3.57, 3.30, -1.05], [-4.55, 2.49, -0.25], [-0.90, 1.98, 0.20], [-0.44, 3.21, -0.27], [0.90, 3.40, -0.53], [1.33, 4.68, -1.04], [1.52, 5.70, -0.03], [1.46, 7.07, -0.68], [2.51, 7.12, -1.77], [2.32, 6.01, -2.78], [2.38, 4.69, -2.03], [-2.52, -1.91, 1.37], [-3.75, -1.84, 1.53], [-1.78, -2.92, 1.42], [2.06, 0.32, 0.29], [-3.69, 0.35, 1.02], [-3.16, 3.53, 1.11], [-3.10, 2.80, -1.89], [-3.74, 4.36, -1.18], [-4.74, 1.48, -0.58], [-5.40, 2.99, 0.19], [-1.14, 4.01, -0.48], [2.48, 5.58, 0.50], [0.73, 5.64, 0.71], [1.67, 7.87, 0.01], [0.51, 7.23, -1.18], [3.43, 7.00, -1.33], [2.52, 8.03, -2.22], [3.11, 6.10, -3.52], [1.35, 6.17, -3.24], [3.38, 4.56, -1.60], [2.23, 3.88, -2.74]]
}